Below is a cluster of 14 separate species, C14H56N12O14 in total in a non-equilibrium geometry, with properties calculated with ωB97M-V with the def2-TZVPD basis set.

Each line ends with the Mulliken charge.
Element x y z (Å)
1 C -17.6400 -19.9866 -2.0098  -0.59
2 O -16.9898 -21.1285 -1.6409  -0.49
3 H -17.2826 -19.0756 -1.5299  0.25
4 H -17.8124 -19.9129 -3.0835  0.29
5 H -18.6515 -20.1553 -1.6402  0.25
6 H -17.0106 -21.7142 -2.4012  0.30
7 C -15.6658 -25.5197 2.1659  -0.53
8 O -16.8417 -25.3719 2.8744  -0.46
9 H -15.5811 -24.8326 1.3240  0.23
10 H -14.7520 -25.3623 2.7389  0.25
11 H -15.5839 -26.5674 1.8764  0.22
12 H -17.0147 -24.4287 2.8309  0.29
13 C -30.0227 -24.0377 1.3400  -0.55
14 O -30.1871 -25.2955 0.8574  -0.47
15 H -29.0207 -23.6463 1.1644  0.22
16 H -30.7498 -23.2902 1.0228  0.25
17 H -30.1131 -24.0541 2.4261  0.23
18 H -29.2790 -25.5787 0.7283  0.33
19 C -20.5854 -22.1858 8.0574  -0.49
20 O -19.7274 -22.8374 7.1917  -0.48
21 H -20.7230 -21.2274 7.5567  0.23
22 H -21.5432 -22.7029 8.1160  0.20
23 H -20.2847 -22.0536 9.0968  0.26
24 H -18.8336 -22.4986 7.2806  0.29
25 C -28.7425 -27.8098 5.8798  -0.58
26 O -27.8694 -26.7980 5.5034  -0.47
27 H -29.4881 -27.9329 5.0943  0.25
28 H -28.1977 -28.7477 5.9873  0.24
29 H -29.2703 -27.6987 6.8270  0.26
30 H -27.4909 -27.1403 4.6902  0.30
31 C -19.0649 -20.0175 3.1974  -0.58
32 O -18.5742 -21.1815 2.5327  -0.47
33 H -18.3621 -19.8614 4.0158  0.26
34 H -18.9720 -19.1159 2.5919  0.27
35 H -20.0148 -20.0860 3.7276  0.24
36 H -17.9935 -20.9146 1.8164  0.29
37 C -26.5890 -29.8838 1.9080  -0.57
38 O -26.2239 -28.5282 1.9055  -0.43
39 H -25.7357 -30.5168 2.1514  0.29
40 H -27.2780 -30.0778 2.7300  0.19
41 H -27.0470 -30.2235 0.9791  0.26
42 H -25.6086 -28.3180 1.1993  0.27
43 C -18.6388 -24.6214 -4.0919  -0.52
44 O -17.5443 -24.1148 -4.7658  -0.51
45 H -18.2461 -25.3927 -3.4294  0.26
46 H -19.1831 -23.8874 -3.4977  0.20
47 H -19.3058 -25.1382 -4.7820  0.27
48 H -17.1670 -24.7966 -5.3265  0.30
49 C -22.5434 -20.5019 -4.2586  0.71
50 O -22.7852 -20.9524 -3.1537  -0.66
51 N -21.9687 -19.3364 -4.5342  -0.38
52 N -22.8210 -21.1900 -5.3687  -0.42
53 H -21.7238 -19.0719 -5.4777  0.15
54 H -21.8758 -18.5740 -3.8782  0.22
55 H -23.2647 -22.0860 -5.2265  0.22
56 H -22.6457 -20.7128 -6.2415  0.15
57 C -20.6203 -29.8613 -0.0025  0.68
58 O -19.8514 -30.6564 0.4835  -0.68
59 N -21.6471 -30.0984 -0.6891  -0.35
60 N -20.4656 -28.5953 0.2046  -0.38
61 H -22.2698 -29.3357 -0.9142  0.15
62 H -21.9610 -31.0552 -0.7681  0.23
63 H -19.5902 -28.3343 0.6354  0.19
64 H -21.2715 -27.9963 0.0953  0.16
65 C -25.8184 -25.9565 -3.0419  0.70
66 O -25.0178 -26.6707 -2.5158  -0.65
67 N -26.1552 -24.8192 -2.5791  -0.37
68 N -26.2992 -26.0772 -4.2855  -0.40
69 H -26.6281 -24.1486 -3.1680  0.16
70 H -25.7785 -24.4831 -1.7044  0.22
71 H -26.9777 -25.3782 -4.5521  0.15
72 H -26.0520 -26.8184 -4.9256  0.20
73 C -23.0691 -23.9051 2.2173  0.68
74 O -24.1861 -24.0062 1.8478  -0.65
75 N -22.7705 -24.0344 3.4740  -0.37
76 N -22.0061 -23.6386 1.4127  -0.41
77 H -21.8016 -23.9530 3.7472  0.16
78 H -23.5508 -23.9812 4.1131  0.20
79 H -21.1514 -23.3322 1.8550  0.17
80 H -22.2002 -23.1939 0.5268  0.22
81 C -26.4297 -21.6846 7.8060  0.62
82 O -25.9430 -20.6090 8.0123  -0.61
83 N -26.7921 -22.5692 8.6909  -0.42
84 N -26.5352 -22.2635 6.5890  -0.36
85 H -26.6873 -22.3740 9.6763  0.22
86 H -27.5766 -23.1551 8.4433  0.21
87 H -26.2384 -21.7550 5.7684  0.19
88 H -26.8218 -23.2313 6.5514  0.17
89 C -22.0270 -16.6925 0.5520  0.71
90 O -21.1773 -16.6616 -0.3058  -0.65
91 N -21.9695 -15.9170 1.6304  -0.43
92 N -22.9576 -17.5753 0.6934  -0.36
93 H -21.2950 -15.1661 1.5940  0.21
94 H -22.5876 -16.0392 2.4198  0.15
95 H -23.5724 -17.5540 1.4944  0.16
96 H -23.0516 -18.3185 0.0159  0.21

Force components x, y, z for each atom (eV/Å):
-2.8 0.7 0.0
2.0 -1.6 0.2
0.5 -0.1 -0.3
0.6 0.5 -0.2
-0.6 0.8 0.1
0.2 -0.3 0.2
1.5 -0.8 -0.5
-0.7 0.7 0.4
-0.2 -0.2 -0.4
0.0 0.3 0.6
-0.2 0.1 -0.5
-0.5 0.1 0.4
0.3 2.3 2.0
0.1 -1.6 -1.3
0.0 0.2 -0.3
-0.2 -0.3 -0.6
-0.1 0.1 0.4
-0.2 -0.8 -0.2
-1.0 1.3 -0.1
1.1 -1.7 -0.4
-0.7 0.6 0.8
0.1 -0.1 -0.3
0.6 0.0 0.0
0.0 0.0 0.1
-0.7 -1.4 -0.1
0.5 0.8 0.2
-0.3 -0.2 0.1
0.0 -0.3 0.0
0.3 0.8 0.0
0.4 0.4 -0.2
1.8 0.5 0.9
-1.0 -0.3 -0.1
0.1 0.3 0.3
-0.5 -0.1 -0.2
-0.3 -0.6 -0.9
-0.1 0.1 0.0
0.3 -0.6 0.3
-0.4 0.6 0.3
0.2 -0.2 -0.3
-0.2 0.4 -0.1
0.0 0.1 -0.1
0.0 -0.2 -0.1
-0.3 -1.8 0.5
1.0 1.5 -0.8
-0.5 -0.2 0.6
0.3 0.2 -0.3
-0.5 0.2 0.0
-0.1 0.0 0.1
-0.4 -1.0 1.0
-0.1 0.3 0.6
1.3 2.9 -0.3
-0.2 -0.7 -1.2
-0.2 -0.2 0.2
-0.1 -0.6 0.3
0.2 0.2 -0.6
-0.5 -0.9 -0.1
3.4 -0.8 2.8
1.2 -2.0 0.1
-5.7 -2.5 -3.7
1.0 4.7 0.7
-0.1 -0.6 -0.3
-0.1 0.3 -0.1
-0.6 0.4 0.1
0.8 0.5 0.2
1.8 -1.6 -2.0
1.2 -2.4 1.2
-1.9 5.6 3.1
-1.2 -0.9 -2.4
0.2 0.0 0.5
0.0 -0.2 -0.2
0.1 -0.7 -0.5
-0.1 0.2 0.4
1.4 0.7 -1.3
-3.7 -0.2 -1.9
1.3 -0.4 3.5
1.2 0.3 -1.0
-0.5 0.0 0.6
0.5 -0.2 0.1
-0.1 0.1 -0.2
-0.1 -0.3 0.1
1.3 0.4 -2.2
0.5 1.6 0.4
-1.7 -2.5 4.0
-0.3 0.1 -1.9
-0.2 0.2 -0.3
0.3 -0.1 0.3
-0.2 -0.3 0.2
0.3 0.3 -0.5
2.4 0.6 0.6
0.5 0.2 -1.7
0.6 2.5 1.8
-3.5 -3.5 -0.6
-0.3 -0.2 0.3
0.3 0.4 -0.2
0.1 -0.2 -0.5
0.0 0.2 0.2

Results
HOMO energy (eV): -9.21
Kohn-Sham gap (eV): 9.362
Total charge: 0
ΔE to the lowest compared entry with this formula, charge and spin (kcal/mol): 125.0
Molecular weight (g mol⁻¹): 616.7